No. 1
ORCA calculation (ωB97M-V with the def2-TZVPD basis set) on the molecule C7H10N2O2.

Structure (ORCA input):
```
! RIJCOSX wB97M-V def2-TZVPD def2/J DEFGRID3
* xyz 0 3
H 1.062 -2.058 0.500
C 0.896 -2.093 -0.529
H -0.878 -0.910 -2.684
O 2.416 0.576 -1.067
N 1.578 0.813 -0.130
C 1.266 2.079 1.889
H 2.842 2.122 0.555
C 0.391 0.247 -0.288
H -1.821 -0.419 -1.263
O -2.223 1.150 0.915
C -0.930 1.299 1.075
C -0.178 2.014 1.997
H -0.513 2.336 3.000
H -2.700 2.097 1.157
C 1.965 1.666 0.842
H 1.813 -2.062 -1.082
H -1.448 -2.071 -1.294
H 0.190 -2.807 -0.782
N 0.128 -0.873 -0.897
C -1.115 -1.062 -1.567
H 1.740 2.791 2.528
*
```

Output
* HOMO (alpha / beta): -5.2047 / -7.9702 eV
* E_tot: -14486.8366 eV
* LUMO (alpha / beta): 0.4774 / -1.1899 eV
* expectation value of S²: 2.069
* Kohn-Sham gap (alpha / beta): 5.68 / 6.78 eV

=====

No. 2
ORCA calculation (ωB97M-V with the def2-TZVPD basis set) on the molecule C7H10N2O2S.

Structure (ORCA input):
```
! RIJCOSX wB97M-V def2-TZVPD def2/J DEFGRID3
* xyz 0 1
C -1.831 0.682 0.830
C -0.305 -1.723 0.153
C 0.257 -1.003 -1.005
C 2.613 -0.529 -0.217
H -0.470 -0.303 -1.401
H 2.281 2.690 0.524
N 1.214 1.149 -0.352
C -2.873 0.347 -0.327
H -3.633 1.904 0.316
S -0.941 -0.743 1.556
H -2.526 0.998 1.790
N 1.390 -0.126 -0.587
H 0.437 -2.370 0.667
H 0.568 -1.704 -1.757
H 4.274 0.637 0.606
O -3.872 1.240 -0.304
O -2.711 -0.589 -1.122
H -1.082 -2.563 -0.219
C 2.283 1.593 0.201
H 2.778 -1.628 -0.212
H -1.090 1.508 0.589
C 3.241 0.533 0.269
*
```

Output
* HOMO: -8.8740 eV
* E_tot: -25330.1156 eV
* LUMO: 0.4693 eV
* SMILES: O=C(O)CSCCn1cccn1
* Kohn-Sham gap: 9.34 eV

=====

Quick rundown of ΔE to the lowest compared entry with this formula, charge and spin, same order as above: 4.394; 2.024 eV